1.
134
Properties=species:S:1:pos:R:3:forces:R:3 method="wB97M-V/def2-TZVPD" e_homo_ev="-11.55 / -11.55" spin_multiplicity=2 e_lumo_ev="-3.8 / -10.3" mol_weight_g_mol=1070.86 total_charge=+1
O -2.10253 1.90545 -1.47101 -2.72 -1.70 -0.06
O 3.77649 4.39910 0.08130 0.12 1.25 -0.94
O -3.64491 2.21570 5.73661 2.04 -1.80 1.04
O -3.28079 -0.77034 3.33226 1.07 1.87 0.87
O 6.20862 -0.85944 -0.89082 -1.13 0.12 0.52
O 4.05857 4.20333 2.36272 0.32 -1.14 -1.21
O -4.92368 -1.61403 2.02971 2.05 -0.49 2.91
O -4.29692 2.07517 -2.01932 0.06 -0.09 -0.60
O 4.34283 -0.13028 -1.91969 -0.94 -0.62 0.58
O -1.12941 5.99150 3.90686 -1.80 0.91 -0.17
O -0.89505 -2.05455 -5.71525 1.62 0.90 0.64
O -1.61441 -0.18810 -4.70727 0.36 0.41 -0.20
O 1.79011 -3.02214 6.40303 0.32 0.10 0.74
O 0.50845 4.13674 -3.23104 -1.06 -0.17 0.03
O -3.69777 0.52917 -0.54054 0.41 0.14 0.16
O 3.23244 -6.01984 -3.93325 1.10 4.92 0.18
O -0.28048 -2.50026 5.72274 0.80 -0.43 2.24
O 0.20094 -5.31016 -2.02007 -0.23 0.37 -0.97
O -1.44758 1.82806 6.09274 3.75 -1.14 -1.46
O -1.56931 -4.34691 -3.20410 2.82 -1.95 1.08
O 0.94456 5.35386 3.38487 2.76 0.03 0.38
O 4.76569 -4.28846 -3.67211 1.52 -3.38 1.88
O 1.39465 -1.97060 4.45691 1.65 -0.45 0.37
O 0.61163 -0.62024 -4.67173 -1.82 -0.69 -0.65
O -0.16231 3.71662 -5.29520 -0.53 0.44 -1.28
O 4.32789 -2.11105 -0.84575 -0.80 0.83 -0.62
O -3.71669 -2.81528 3.52573 1.11 -1.99 1.66
O -0.77949 -6.41445 -3.59683 0.27 -1.65 0.10
O 0.73343 -0.58708 -0.01196 -0.42 -1.47 0.78
O 3.81316 2.42660 1.01504 -0.08 -2.22 0.52
O 0.73272 1.52711 -0.63248 -1.19 -0.71 2.12
O -2.69809 1.59504 7.73406 0.10 -0.25 0.44
O 1.66465 4.92824 -5.02343 -1.52 -1.53 1.25
O 0.05290 0.82741 1.52527 -0.15 0.58 -0.65
O 2.91370 -3.79068 -4.59440 -1.96 -1.47 0.10
O -0.89901 4.71776 2.26306 -1.84 0.98 0.62
C 5.02190 -0.99299 -1.11014 2.65 0.55 -1.89
C 0.11763 -3.08099 -5.78280 -0.11 -1.45 0.73
C -1.94420 -6.71516 -4.39015 0.42 0.91 -1.07
C -0.51448 -0.94246 -5.02214 -0.85 -0.08 0.34
C -5.11633 0.62488 -0.43787 -0.91 -1.16 -1.27
C 4.29808 3.02906 3.17727 -0.83 0.64 0.18
C 0.22944 -1.77736 3.60123 -0.30 1.58 0.97
C -2.95884 -0.76218 -4.69547 1.06 -2.19 -0.05
C 3.89175 3.73432 1.03831 -0.08 1.31 2.05
C 0.67195 -4.06720 -1.50582 -0.41 0.21 0.38
C 1.55251 4.46372 -2.34267 1.20 -1.14 0.51
C 0.74057 4.27940 -4.52526 1.94 2.15 -1.05
C 1.27695 0.78856 -1.74626 -0.17 -0.93 0.36
C -0.84622 -2.34228 4.45501 -1.01 -0.44 -1.26
C -0.90710 6.50279 5.20870 1.49 -0.33 -0.44
C -2.68332 1.80030 6.41131 -4.30 3.32 0.33
C -0.96792 1.95337 4.74363 -0.29 1.54 -0.09
C 0.86673 -0.65677 -1.41178 -0.05 1.07 -1.09
C 3.47391 -2.56223 -4.15757 0.71 -0.20 -0.36
C -0.74543 -5.27579 -2.97093 -2.95 2.64 -0.26
C 3.56379 -4.81755 -3.99394 -0.25 -2.63 -1.53
C -3.25769 1.49026 -1.40371 2.19 1.79 1.01
C -4.50772 -3.97658 3.52509 -2.37 -1.61 -0.47
C 4.92828 1.11575 -2.39201 0.95 0.16 0.05
C 0.40226 0.63665 0.38748 1.71 0.69 -1.21
C -4.06492 -1.71715 2.94629 -3.81 0.16 -5.01
C -3.35391 0.44157 2.54467 0.16 0.57 -0.66
C 4.96324 -3.01495 -4.09202 -1.95 3.71 -0.81
C -1.26602 2.99145 -4.85558 -1.22 -1.94 1.41
C -5.46972 1.31487 -1.76434 -0.49 -0.23 1.98
C 5.03735 -3.22640 -0.30889 0.66 -0.72 0.43
C 1.03855 -2.46383 5.62964 -1.52 -0.06 -3.13
C -0.21015 5.40914 3.18516 -2.08 -1.51 -0.27
C -0.32984 3.76118 1.45218 1.37 -0.10 -1.05
C -3.82246 2.02771 8.52315 -0.71 -0.46 -0.70
C 3.64359 1.95859 2.36178 0.15 -0.58 -0.18
H 5.48445 -2.33550 -3.41762 0.32 -0.71 0.40
H 1.29234 -4.38639 -0.66836 0.17 0.43 -0.17
H -1.70636 -1.68926 4.60279 -0.29 -0.09 -0.17
H -2.08659 -5.83246 -5.01358 -0.72 0.03 0.23
H 2.37126 3.79413 -2.60610 0.49 0.36 -0.08
H -4.07854 -4.86165 3.99472 0.90 0.76 0.38
H 5.40310 -2.88253 -5.08050 0.23 -0.67 -0.10
H -1.80146 2.19883 4.08556 0.25 -0.66 -0.09
H 3.08751 -2.37696 -3.15534 0.07 0.44 -0.02
H -4.85726 -4.39129 2.57962 0.73 0.77 -0.80
H 5.35673 2.86892 3.38153 0.01 0.18 -0.18
H -2.85348 -1.59043 -3.99476 -0.49 -0.06 0.22
H 5.68267 0.98278 -3.16746 0.19 -0.72 0.21
H 1.26471 4.08233 -1.36298 -0.35 0.56 -0.02
H -0.24842 1.18973 4.44823 -0.78 -0.72 0.13
H -0.32328 2.82780 4.65470 -0.11 0.39 0.60
H 0.12512 -0.69436 3.66700 0.11 0.31 -0.87
H -4.35916 0.56886 2.14296 0.25 -0.11 0.23
H 3.72112 3.10218 4.09915 0.38 0.46 0.17
H -4.47958 1.16222 8.60811 -0.21 0.21 0.13
H 1.59259 -1.41256 -1.71177 -0.04 0.21 0.25
H -6.30755 1.92000 -1.41798 -0.08 0.50 -1.34
H -2.81393 -6.98443 -3.79085 0.21 0.22 0.07
H -3.52187 2.34515 9.52164 0.52 -0.15 -0.30
H 0.77255 1.07510 -2.66907 0.52 0.43 0.09
H -0.03290 4.25742 0.52823 0.57 -0.19 -0.06
H 4.88140 -4.14928 -0.86753 -0.82 0.30 -0.37
H -2.05722 3.42899 -4.24676 0.60 1.23 0.26
H -5.60983 -0.34539 -0.38190 0.62 -0.36 -0.14
H 5.39824 1.69135 -1.59456 -0.23 -0.23 0.17
H -5.55104 1.11897 0.43103 0.96 0.68 0.15
H 1.91090 5.49309 -2.33481 -0.43 -0.06 -0.18
H -3.06940 1.32321 3.11901 -0.30 -0.61 0.37
H 4.09070 0.97662 2.51644 0.08 0.03 -0.39
H -5.48474 -3.85558 3.99296 0.20 0.67 0.55
H -1.87367 2.57131 -5.65704 0.84 0.21 -0.72
H -0.12374 -3.40101 -1.17241 -0.38 -0.39 0.26
H -5.67794 0.60656 -2.56625 -0.08 0.30 -0.05
H 4.19744 1.74001 -2.90608 -0.64 -0.47 0.54
H -0.65839 5.63855 5.82460 -0.53 0.14 0.55
H -1.70802 -7.49273 -5.11657 0.35 -0.29 0.61
H 0.50673 3.31987 1.99392 0.19 -0.19 -0.44
H -1.80045 7.06897 5.47227 0.30 -0.25 0.17
H -0.10824 -0.83320 -1.86611 -0.05 -0.38 0.07
H -1.14971 -3.28122 3.99197 -0.48 -0.33 0.66
H 3.17179 -1.81062 -4.88690 0.26 0.10 0.29
H 0.25433 -2.13957 2.57347 0.72 -0.06 0.29
H 6.12240 -3.14015 -0.36665 -0.12 0.71 0.35
H -0.94634 2.14147 -4.25272 0.15 -0.06 -0.07
H 0.37560 -3.45994 -4.79388 -0.18 0.54 0.32
H -4.34602 2.84088 8.02042 0.04 -0.09 -0.01
H -2.63450 0.34244 1.73183 -0.17 -0.06 -0.05
H 2.36191 0.86647 -1.67634 -0.23 0.37 -0.50
H 4.68066 -3.37862 0.70978 0.28 0.05 0.01
H -0.36475 -3.95633 -6.21776 -0.03 0.37 -0.51
H -1.02863 2.99243 1.12231 -0.32 0.22 0.62
H 1.18787 -3.43966 -2.23255 0.42 -0.60 -0.28
H -3.79812 -0.13967 -4.38531 0.88 0.82 -0.05
H 1.09084 -2.90031 -6.23921 -0.52 0.81 -0.48
H -3.19979 -1.25670 -5.63647 0.08 0.45 -0.20
H 2.57823 1.89548 2.58344 -0.13 0.05 -0.15
H 0.01049 7.09102 5.19829 -0.22 0.47 0.13

2.
120
Properties=species:S:1:pos:R:3:forces:R:3 method="wB97M-V/def2-TZVPD" e_homo_ev=-10.56 e_lumo_ev=-5.2 mol_weight_g_mol=853.75 total_charge=+1
S -1.08237 2.05154 -7.29156 2.47 0.56 5.96
P -4.95152 2.08911 0.66191 -5.11 3.41 3.26
O -5.64768 2.19175 -0.94968 1.88 0.93 2.36
O -0.56815 -2.93164 -0.19096 -3.12 5.58 -6.48
O 8.86643 4.17100 1.61848 -0.60 0.00 0.24
O -3.78431 3.38475 0.82898 -1.26 -2.56 0.04
O -2.61313 -2.27139 -1.25821 4.26 2.24 0.15
O -6.14195 2.45351 1.68713 4.46 -1.60 -3.66
O -4.06672 -0.29965 5.00477 -1.85 -0.65 0.09
O 6.01792 -3.02873 -0.12262 0.87 1.20 0.94
O 7.76236 -1.88560 0.69603 -0.47 -0.24 -0.72
O 6.44865 1.27249 -1.63061 -1.45 -0.83 -0.92
O 7.14021 4.73348 0.30555 1.78 -0.95 0.65
O -5.76262 -4.62584 -1.27058 0.10 -0.05 0.60
O -6.26354 -0.58098 4.66590 0.66 0.01 -0.47
O -7.79075 -5.27187 -0.57106 1.89 0.33 -1.38
O -3.28638 0.45095 -3.32993 2.67 3.01 1.53
O -2.21293 1.90351 -1.40548 0.94 -3.17 -1.91
N 1.78617 0.64116 -4.03634 -2.93 -1.85 2.30
N -0.13906 2.43561 -4.36583 -0.13 -4.45 -5.83
C -4.42893 -0.76533 -0.10027 -0.94 -0.65 0.30
C 11.29347 4.05437 1.47538 0.07 0.14 -0.18
C 2.62922 -3.07747 -0.52843 -0.65 0.07 -1.19
C 8.33254 -0.86052 1.52950 0.12 0.05 0.38
C 10.01972 3.36806 1.92792 0.24 0.15 -0.08
C -0.17869 -1.22949 -2.11582 2.87 2.58 -2.83
C -5.12975 -0.79334 5.36887 1.06 0.67 -0.15
C 5.98045 0.00223 -2.27805 -1.42 0.63 0.65
C -4.65486 -4.68615 -2.18698 -0.03 0.11 -0.21
C 6.47065 -2.27874 0.73697 -0.14 -0.77 -0.50
C -6.96005 -5.21740 -1.47290 -1.55 -0.10 1.04
C 2.32212 -0.67005 -3.43492 -2.25 -0.10 0.38
C 2.11768 -3.04533 -1.95737 0.19 0.97 2.19
C -0.63812 0.23440 -2.78212 3.54 -1.87 -1.01
C -5.21123 -1.56833 6.65429 0.26 -0.64 0.03
C -6.34689 3.93081 -2.78000 -0.14 -0.21 0.80
C -4.28796 0.35644 1.11966 0.18 -1.46 0.03
C -7.29160 -5.72547 -2.84822 0.01 -0.68 -0.13
C -1.13309 -2.15155 -1.15459 1.27 -4.74 5.12
C -4.76283 -3.59891 -3.23793 -0.23 0.11 -0.10
C 0.37939 1.12811 -3.76206 -0.06 -3.10 1.73
C 3.91620 -1.00273 -3.81446 -0.80 1.93 0.24
C 8.78212 -1.43297 2.85932 -0.07 -0.21 0.11
C -3.35053 3.55628 2.22507 1.59 0.55 0.87
C 8.87866 3.50362 -0.74593 -0.26 -0.56 -0.27
C -8.31618 -0.58581 5.97405 0.06 0.15 0.19
C -1.93446 4.43864 2.20091 0.52 -0.45 -0.74
C -7.50666 -1.27010 4.89023 -0.29 0.05 0.21
C 4.75119 0.35882 -3.31879 0.57 0.39 0.42
C -1.27190 1.56673 -0.32528 0.93 -0.32 1.68
C -3.26476 -1.92608 0.01472 -1.34 -0.20 2.44
C 5.62332 -1.85533 1.90414 -0.42 0.49 -0.09
C -0.46491 2.19331 -5.70632 -0.88 0.76 1.33
C 8.21640 4.15769 0.43440 -1.17 0.82 -0.44
C 1.39216 -1.67255 -2.48260 0.91 2.19 -1.51
C -6.28186 3.51880 -1.16268 -1.09 2.31 -0.22
B -2.12284 0.88549 -2.51034 -2.11 1.23 0.68
H -9.28472 -1.07761 6.10031 0.11 0.04 -0.04
H 2.38806 1.25210 -4.66500 -0.92 -1.14 1.15
H -1.50648 2.11799 0.70536 0.01 -0.92 -2.67
H 4.32293 -1.96129 -3.27742 -1.16 1.85 -1.09
H -3.75157 -4.51878 -1.59086 -0.33 -0.06 0.11
H -8.48489 0.46571 5.71955 -0.01 -0.20 -0.07
H 2.00022 -3.59693 0.34215 2.10 -0.41 -2.38
H -4.14289 4.12767 2.87204 1.35 -1.45 -1.41
H 4.58830 -1.74904 1.56054 0.22 -0.24 0.13
H 10.03858 3.26186 3.01771 -0.27 0.16 -0.19
H -5.68233 4.39722 -0.64958 -1.04 -2.13 -0.79
H -7.81532 -4.94265 -3.40256 0.07 -0.09 0.05
H 4.02936 -1.02652 -4.98278 -0.43 -0.38 2.33
H 9.48714 -2.25604 2.70302 -0.05 0.20 -0.04
H -7.79415 -0.59831 6.93469 -0.08 -0.11 -0.07
H -5.93374 3.00042 -3.36675 -0.84 2.04 0.85
H -7.33794 -2.33058 5.09523 0.09 0.11 0.07
H 5.66857 -2.62596 2.67775 0.00 0.10 -0.08
H -1.77703 4.94695 1.13315 -0.61 -0.96 2.41
H -4.54346 -0.29098 -1.16352 0.58 -0.90 2.02
H -7.37626 3.55778 -0.69602 2.50 -0.49 -0.96
H 11.37114 5.05073 1.92277 -0.03 -0.21 0.04
H -1.39582 0.41205 -0.08759 0.65 2.31 -0.39
H 6.88623 -0.53338 -2.79621 -1.82 1.20 1.17
H -1.88044 5.24376 3.04907 -0.26 -1.60 -1.70
H 2.31124 -4.01629 -2.58772 -2.06 1.75 1.26
H -4.97989 -0.03798 2.00888 1.42 1.42 -1.90
H -7.46453 4.18615 -3.10798 2.53 -0.78 0.73
H -6.42582 -6.06280 -3.41256 0.05 0.21 -0.11
H 5.17285 0.96349 -4.23576 -0.80 -1.32 1.72
H 9.52563 2.67106 -0.48114 0.20 0.12 0.01
H -4.55640 -5.68465 -2.62103 -0.15 0.08 0.00
H 9.26769 -0.66341 3.46586 -0.05 -0.07 -0.08
H -5.46049 -1.32352 0.12045 2.25 1.28 -0.67
H 7.64562 -0.01772 1.64321 -0.06 -0.14 -0.01
H 4.03907 1.11588 -2.73537 1.42 -1.76 -1.17
H -5.70362 4.91414 -2.93825 -1.22 -2.33 0.15
H 8.09916 3.08969 -1.39528 0.18 0.29 0.12
H 5.50106 -0.64244 -1.40808 1.16 0.88 -1.97
H 7.94123 -1.84099 3.42669 0.06 0.15 -0.01
H 3.67957 -2.63647 -0.20570 -2.80 0.59 -0.49
H -4.26868 -2.10962 6.79296 -0.12 0.37 0.02
H 12.17055 3.46880 1.76471 -0.10 0.06 -0.01
H -8.06048 -1.22290 3.94666 0.36 0.11 0.06
H 9.20586 -0.47600 0.99216 -0.26 -0.25 -0.16
H -3.87821 1.24658 -3.51308 0.75 -1.48 0.74
H -4.83367 -2.61429 -2.76418 0.13 -0.16 -0.03
H -3.75419 -2.93337 0.41954 1.04 2.22 -0.97
H 11.31248 4.19286 0.39096 0.02 -0.12 0.10
H -3.88979 -3.61119 -3.89636 -0.06 0.02 0.09
H -5.35174 -0.87143 7.48433 0.00 -0.09 -0.10
H 5.65966 1.86646 -1.43724 1.37 -1.30 -0.39
H 9.44696 4.25519 -1.29960 -0.02 -0.08 0.10
H -5.99641 -2.32014 6.66508 -0.17 0.16 0.08
H -5.66008 -3.71958 -3.85102 0.13 -0.08 0.00
H -0.14103 1.85931 -0.56714 -2.48 -0.82 0.24
H 5.90325 -0.89238 2.32392 0.15 -0.10 0.15
H 9.91718 2.35816 1.52211 -0.03 0.10 -0.12
H -2.52509 -1.56560 0.86197 -1.09 -0.92 -2.03
H -7.94808 -6.59689 -2.74684 -0.02 0.39 0.05
H -3.06371 2.50465 2.65734 -0.91 2.02 -0.45
H -3.19786 0.39890 1.58003 -2.17 0.15 -1.19
H -0.99050 3.71883 2.32717 -2.10 1.51 -0.13